Record 1
Formula: C43H51N7O7PSeSiTa
Source: the Open Molecules 2025 dataset
Level of theory: ωB97M-V/def2-TZVPD

XYZ file:
```
112
Properties=species:S:1:pos:R:3
Ta 1.54349 1.05528 0.47576
O -6.10711 1.33045 -0.43731
C -5.31539 2.41482 -0.39961
O -5.64675 3.44011 -0.91862
C -3.98595 2.27368 0.28873
C -3.41321 3.42688 0.81527
C -2.14616 3.38776 1.37131
C -1.43775 2.19219 1.38335
C -2.00131 1.04210 0.85394
C -3.27853 1.07685 0.32301
N -0.08268 2.14914 1.81866
C 0.31108 2.82081 2.82055
C 1.73474 2.80769 3.16815
C 2.19393 3.47493 4.28113
C 3.55390 3.42891 4.57797
C 4.37913 2.71125 3.74230
C 3.83592 2.06061 2.63705
N 2.54289 2.10668 2.34040
H -5.78322 0.62888 0.13945
H -3.96477 4.35540 0.75187
H -1.68918 4.30011 1.73697
H -1.42654 0.12654 0.84607
H -3.68511 0.17546 -0.12266
H -0.38053 3.38060 3.44967
H 1.49829 4.02039 4.90481
H 3.94493 3.93951 5.44760
H 5.43993 2.62719 3.93060
H 4.45432 1.46645 1.98125
C -7.79302 -3.71839 -8.16594
O -7.27654 -4.21650 -6.93589
C -6.36647 -3.48238 -6.27926
C -5.89568 -4.02415 -5.07956
C -4.96071 -3.33799 -4.34211
C -4.47577 -2.10291 -4.77739
C -4.94783 -1.56461 -5.97349
C -5.88595 -2.24422 -6.72319
N -3.52605 -1.48637 -3.94190
N -3.13071 -0.36309 -4.30295
C -2.18220 0.21946 -3.43048
C -2.24435 1.58077 -3.28382
C -1.40729 2.27835 -2.38794
C -0.48426 1.59611 -1.64890
O 0.34559 2.13945 -0.74609
C -0.37879 0.20220 -1.80609
N 0.54497 -0.38784 -0.99066
C 0.75473 -1.68301 -1.11023
C 0.06762 -2.46387 -2.04477
C -0.90366 -1.89307 -2.82727
C -1.18574 -0.51339 -2.70083
H -8.49209 -4.46930 -8.51839
H -6.99577 -3.58867 -8.89987
H -8.31871 -2.77389 -8.01514
H -6.28625 -4.97916 -4.75639
H -4.58867 -3.73954 -3.40754
H -4.57434 -0.60658 -6.30797
H -6.24289 -1.81302 -7.64634
H -2.99378 2.11542 -3.85313
H -1.56140 3.34122 -2.23159
H 1.50104 -2.11456 -0.45602
H 0.30251 -3.51511 -2.12899
H -1.44938 -2.49289 -3.53848
N 0.94805 4.86256 -2.08791
C 2.42896 5.15833 -1.95149
P 3.00685 3.45888 -1.55267
O 2.49237 2.67570 -2.72104
O 2.52455 3.29139 -0.13604
C 4.83829 3.29006 -1.67494
N 5.05444 2.10505 -2.56766
H 0.38590 5.68774 -2.29087
H 0.61181 4.40088 -1.22954
H 0.83846 4.15863 -2.83233
H 2.56827 5.89536 -1.16580
H 2.77562 5.53014 -2.91286
H 5.24895 3.07223 -0.69229
H 5.33418 4.15946 -2.10241
H 5.94320 2.11903 -3.06367
H 4.24513 2.06693 -3.21591
H 4.96450 1.25028 -1.98513
C 3.41321 -0.92695 5.88699
C 3.78835 -1.38924 4.50195
O 3.72296 -0.62540 3.55447
C 4.21691 -2.80216 4.30321
C 4.51800 -3.22879 3.00988
C 4.89808 -4.53848 2.77948
C 4.98096 -5.43360 3.84086
C 4.68284 -5.01685 5.12971
C 4.30060 -3.70395 5.36094
H 3.11346 0.11771 5.84771
H 4.25503 -1.04048 6.57202
H 2.59361 -1.52962 6.28266
H 4.44999 -2.51563 2.19765
H 5.13415 -4.86705 1.77586
H 5.28127 -6.45760 3.66152
H 4.74787 -5.71379 5.95424
H 4.06786 -3.39143 6.37033
Se 3.65855 0.30268 -0.25472
C -1.21747 -2.57421 1.33937
Si -0.23114 -1.62770 2.62156
C -1.35776 -0.60423 3.71973
C 0.66878 -2.88794 3.65930
C 1.10335 -0.52651 1.87639
H -1.99655 -3.14201 1.85690
H -0.58336 -3.30485 0.83145
H -1.71405 -1.97388 0.57333
H -1.61216 -1.16957 4.61950
H -2.29546 -0.33312 3.23359
H -0.86637 0.31494 4.04829
H -0.02310 -3.61827 4.08504
H 1.18773 -2.40305 4.49020
H 1.41691 -3.42939 3.07477
H 1.91724 -1.23571 1.65741
H 1.51369 -0.02558 2.77196
```

Maximum force (eV/Å): 0.494
ΔE to the lowest compared entry with this formula, charge and spin (kcal per mole): 2.4
Charge: +2



Record 2
Formula: C43H51N7O7PSeSiTa
Source: the Open Molecules 2025 dataset
Level of theory: ωB97M-V/def2-TZVPD

XYZ file:
```
112
Properties=species:S:1:pos:R:3
Ta 0.13537 -0.37456 -0.96726
O 5.13291 -5.20373 -4.41837
C 4.26953 -4.24388 -4.69287
O 3.48102 -4.35958 -5.60671
C 4.14909 -3.03573 -3.81002
C 4.27662 -1.77668 -4.39520
C 3.71131 -0.67192 -3.78157
C 3.01027 -0.82858 -2.58278
C 3.00746 -2.05772 -1.93735
C 3.58210 -3.16331 -2.54859
N 2.16802 0.20698 -2.06296
C 2.46620 1.42855 -2.26351
C 1.59034 2.50794 -1.81565
C 1.89795 3.81875 -2.11982
C 1.07695 4.82697 -1.62505
C 0.01269 4.46587 -0.82745
C -0.21274 3.11651 -0.56313
N 0.53951 2.14243 -1.05817
H 5.74029 -4.95475 -3.70698
H 4.73921 -1.67937 -5.36973
H 3.72926 0.27957 -4.29586
H 2.48598 -2.17634 -0.99608
H 3.49463 -4.13640 -2.08000
H 3.39343 1.71424 -2.75438
H 2.76448 4.04698 -2.72607
H 1.27997 5.86524 -1.84926
H -0.64515 5.20679 -0.39520
H -1.02782 2.83109 0.08569
C -5.69480 -4.66004 2.91327
O -5.77835 -3.89882 1.71233
C -5.91630 -2.56205 1.82051
C -5.92453 -1.86006 3.02223
C -6.08884 -0.48074 3.00688
C -6.17799 0.20955 1.80991
C -6.21376 -0.49903 0.60708
C -6.09362 -1.87186 0.61716
N -6.34178 1.63611 1.88957
N -5.66058 2.40626 1.19666
C -4.59464 1.90258 0.37459
C -4.63344 2.06141 -0.98433
C -3.59734 1.58058 -1.81898
C -2.50559 0.97575 -1.25352
O -1.48286 0.42591 -1.91869
C -2.41627 0.89898 0.15484
N -1.24130 0.38298 0.62201
C -1.06189 0.29481 1.92599
C -2.02996 0.73194 2.84076
C -3.20878 1.26371 2.38509
C -3.43564 1.35923 0.99369
H -5.61813 -5.69731 2.60461
H -6.59052 -4.52764 3.52223
H -4.80965 -4.38532 3.49060
H -5.83902 -2.37299 3.96847
H -6.14538 0.07023 3.93779
H -6.38673 0.01986 -0.32375
H -6.18307 -2.45081 -0.29406
H -5.49980 2.53630 -1.42792
H -3.65127 1.70101 -2.89512
H -0.12574 -0.13306 2.25725
H -1.82386 0.64629 3.89863
H -3.95571 1.62532 3.08153
N 1.42022 -2.34366 -5.29685
C -0.04365 -2.63013 -5.26675
P -0.89794 -1.46248 -4.10581
O -1.63689 -0.39917 -4.80746
O 0.19916 -1.13256 -3.08275
C -2.15934 -2.61692 -3.42853
N -3.06949 -1.84957 -2.52865
H 2.03841 -3.14443 -5.54560
H 1.69736 -2.01048 -4.36245
H 1.63245 -1.58652 -5.94614
H -0.17636 -3.65750 -4.92745
H -0.45419 -2.53117 -6.26890
H -1.73461 -3.43468 -2.85034
H -2.73646 -2.99367 -4.27276
H -3.97018 -2.30709 -2.39537
H -3.21263 -0.90223 -2.89655
H -2.58018 -1.78399 -1.60986
C 2.61070 -1.97954 1.71142
C 2.46609 -0.54279 1.28521
O 1.37866 -0.36647 0.45460
C 3.26763 0.46403 1.66165
C 4.45762 0.17681 2.46128
C 5.43664 1.07949 2.59513
C 5.34423 2.39278 1.96047
C 4.21857 2.77306 1.36170
C 2.98830 1.90825 1.31394
H 1.69116 -2.52071 1.48695
H 2.79771 -2.06326 2.78138
H 3.43664 -2.47981 1.19854
H 4.56464 -0.79894 2.91571
H 6.32235 0.83696 3.16807
H 6.19624 3.05841 2.01059
H 4.13239 3.76509 0.92857
H 2.62440 1.92291 0.28851
Se -0.64243 -2.53495 -0.44210
C 3.46734 3.26193 4.79647
Si 1.92926 2.48258 4.08946
C 1.73650 0.73071 4.73351
C 0.42337 3.47802 4.59691
C 1.87132 2.52614 2.19035
H 3.34217 3.41552 5.87109
H 3.67300 4.23422 4.34391
H 4.34458 2.63038 4.64918
H 1.57842 0.75102 5.81490
H 2.62483 0.12626 4.54406
H 0.87873 0.21684 4.29051
H 0.36954 3.58292 5.68285
H -0.50767 3.01187 4.26440
H 0.45560 4.48594 4.17510
H 1.76721 3.58346 1.91262
H 0.91678 2.05273 1.92233
```

Maximum force (eV/Å): 0.898
ΔE to the lowest compared entry with this formula, charge and spin (kcal per mole): 3.2
Charge: +2



- Among the records above, which one has the lowest maximum force?
  number 1



- Among the records above, which one has the lowest ΔE to the lowest compared entry with this formula, charge and spin?
  number 1